# 1
Molecular formula: C20H59O10
Method: DFT, ωB97M-V/def2-TZVPD

Last columns: bonded neighbours and bond lengths (Å).
Cartesian coordinates (Å):
1 C -19.600 12.967 -9.972  C2 1.553, H4 1.090, H5 1.090, H6 1.090
2 C -19.381 11.558 -10.588  C1 1.553, O3 1.417, H7 1.090, H8 1.090
3 O -20.412 10.606 -10.389  C2 1.417
4 H -20.566 13.418 -10.201  C1 1.090
5 H -18.852 13.703 -10.269  C1 1.090
6 H -19.593 12.900 -8.885  C1 1.090
7 H -18.456 11.226 -10.116  C2 1.090
8 H -19.306 11.763 -11.656  C2 1.090
9 C -21.718 12.150 -5.106  C10 1.582, H12 1.090, H13 1.090, H14 1.090
10 C -22.891 11.570 -5.995  C9 1.582, O11 1.447, H15 1.090, H16 1.090
11 O -22.352 10.309 -6.458  C10 1.447, H17 0.960
12 H -21.940 13.179 -4.824  C9 1.090
13 H -20.733 12.192 -5.571  C9 1.090
14 H -21.550 11.638 -4.158  C9 1.090
15 H -23.110 12.291 -6.782  C10 1.090
16 H -23.814 11.364 -5.452  C10 1.090
17 H -21.853 10.490 -7.258  O11 0.960
18 C -26.184 13.267 -12.361  C19 1.579, H21 1.090, H22 1.090, H23 1.090
19 C -24.904 12.811 -11.556  C18 1.579, O20 1.407, H24 1.090, H25 1.090
20 O -24.313 11.692 -12.172  C19 1.407, H26 0.960
21 H -26.665 14.080 -11.817  C18 1.090
22 H -26.965 12.511 -12.443  C18 1.090
23 H -25.830 13.675 -13.308  C18 1.090
24 H -25.167 12.550 -10.531  C19 1.090
25 H -24.220 13.656 -11.629  C19 1.090
26 H -23.589 11.447 -11.591  O20 0.960
27 C -25.376 7.524 -9.986  C28 1.488, H30 1.090, H31 1.090, H32 1.090
28 C -26.106 7.606 -11.279  C27 1.488, O29 1.448, H33 1.090, H34 1.090
29 O -25.313 6.897 -12.261  C28 1.448, H35 0.960
30 H -25.519 6.519 -9.587  C27 1.090
31 H -25.712 8.217 -9.214  C27 1.090
32 H -24.298 7.683 -10.010  C27 1.090
33 H -26.314 8.639 -11.560  C28 1.090
34 H -27.042 7.059 -11.165  C28 1.090
35 H -25.595 5.982 -12.184  O29 0.960
36 C -22.041 18.037 -11.438  C37 1.490, H39 1.090, H40 1.090, H41 1.090
37 C -23.257 18.029 -10.576  C36 1.490, O38 1.410, H42 1.090, H43 1.090
38 O -24.368 17.953 -11.441  C37 1.410, H44 0.960
39 H -21.785 17.025 -11.750  C36 1.090
40 H -21.220 18.494 -10.885  C36 1.090
41 H -22.068 18.630 -12.353  C36 1.090
42 H -23.290 18.921 -9.951  C37 1.090
43 H -23.381 17.140 -9.959  C37 1.090
44 H -25.199 17.822 -10.979  O38 0.960
45 C -19.200 17.166 -5.747  C46 1.533, H48 1.090, H49 1.090, H50 1.090
46 C -20.599 17.232 -6.371  C45 1.533, O47 1.415, H51 1.090, H52 1.090
47 O -21.647 17.213 -5.420  C46 1.415, H53 0.960
48 H -19.005 18.049 -5.139  C45 1.090
49 H -18.450 17.034 -6.528  C45 1.090
50 H -19.084 16.313 -5.079  C45 1.090
51 H -20.655 16.289 -6.915  C46 1.090
52 H -20.749 17.962 -7.166  C46 1.090
53 H -21.500 17.918 -4.786  O47 0.960
54 C -18.000 7.902 -6.705  C55 1.556, H57 1.090, H58 1.090, H59 1.090
55 C -17.553 7.023 -7.909  C54 1.556, O56 1.431, H60 1.090, H61 1.090
56 O -18.727 6.805 -8.697  C55 1.431, H62 0.960
57 H -17.974 8.944 -7.023  C54 1.090
58 H -17.286 7.812 -5.885  C54 1.090
59 H -19.006 7.667 -6.359  C54 1.090
60 H -17.201 6.082 -7.485  C55 1.090
61 H -16.821 7.577 -8.496  C55 1.090
62 H -19.102 7.663 -8.908  O56 0.960
63 C -16.025 16.934 -13.326  C64 1.513, H66 1.090, H67 1.090, H68 1.090
64 C -17.262 16.904 -14.198  C63 1.513, O65 1.466, H69 1.090, H70 1.090
65 O -16.714 17.072 -15.547  C64 1.466, H71 0.960
66 H -15.460 17.865 -13.361  C63 1.090
67 H -15.422 16.093 -13.671  C63 1.090
68 H -16.235 16.658 -12.293  C63 1.090
69 H -17.930 17.688 -13.843  C64 1.090
70 H -17.768 15.939 -14.189  C64 1.090
71 H -16.376 17.959 -15.692  O65 0.960
72 C -13.736 11.066 -9.997  C73 1.538, H75 1.090, H76 1.090, H77 1.090
73 C -12.289 11.584 -9.954  C72 1.538, O74 1.436, H78 1.090, H79 1.090
74 O -11.689 11.198 -8.708  C73 1.436, H80 0.960
75 H -14.229 11.480 -10.877  C72 1.090
76 H -14.294 11.467 -9.150  C72 1.090
77 H -13.861 9.984 -9.951  C72 1.090
78 H -12.228 12.665 -10.082  C73 1.090
79 H -11.720 11.004 -10.681  C73 1.090
80 H -10.739 11.310 -8.788  O74 0.960
81 C -16.187 12.213 -15.519  C82 1.543, H84 1.090, H85 1.090, H86 1.090
82 C -15.708 12.829 -16.850  C81 1.543, O83 1.381, H87 1.090, H88 1.090
83 O -14.834 13.876 -16.629  C82 1.381, H89 0.960
84 H -16.809 11.322 -15.606  C81 1.090
85 H -16.772 12.916 -14.926  C81 1.090
86 H -15.327 11.837 -14.963  C81 1.090
87 H -16.568 13.163 -17.431  C82 1.090
88 H -15.237 12.119 -17.530  C82 1.090
89 H -15.439 14.583 -16.393  O83 0.960

Calculated values
- ΔE to the lowest compared entry with this formula, charge and spin (kcal/mol) = 96.1
- spin multiplicity = 1
- charge = -1
- electronic energy (eV) = -42167.099

Atom charges from the Löwdin analysis, given in e for atoms 1 to 8: -0.162, -0.548, -0.433, 0.036, 0.033, 0.035, 0.056, 0.057



# 2
Molecular formula: C20H59O10
Method: DFT, ωB97M-V/def2-TZVPD

Last columns: bonded neighbours and bond lengths (Å).
Cartesian coordinates (Å):
1 C -0.348 -1.161 0.284  C2 1.549, H4 1.090, H5 1.090, H6 1.090
2 C -0.188 -1.035 -1.252  C1 1.549, O3 1.392, H7 1.090, H8 1.090
3 O 1.060 -0.709 -1.775  C2 1.392
4 H -1.368 -1.389 0.590  C1 1.090
5 H -0.076 -0.193 0.706  C1 1.090
6 H 0.243 -1.926 0.786  C1 1.090
7 H -1.039 -0.416 -1.535  C2 1.090
8 H -0.448 -2.024 -1.628  C2 1.090
9 C -4.160 5.059 -1.285  C10 1.555, H12 1.090, H13 1.090, H14 1.090
10 C -4.370 4.413 -2.684  C9 1.555, O11 1.411, H15 1.090, H16 1.090
11 O -5.545 5.033 -3.161  C10 1.411, H17 0.960
12 H -3.321 5.729 -1.470  C9 1.090
13 H -3.778 4.264 -0.644  C9 1.090
14 H -5.104 5.358 -0.828  C9 1.090
15 H -4.601 3.349 -2.624  C10 1.090
16 H -3.484 4.466 -3.316  C10 1.090
17 H -6.189 4.665 -2.551  O11 0.960
18 C 1.416 4.763 -6.985  C19 1.557, H21 1.090, H22 1.090, H23 1.090
19 C 1.015 3.366 -7.545  C18 1.557, O20 1.382, H24 1.090, H25 1.090
20 O 1.851 2.450 -6.935  C19 1.382, H26 0.960
21 H 1.006 5.147 -6.051  C18 1.090
22 H 1.151 5.514 -7.729  C18 1.090
23 H 2.502 4.850 -6.944  C18 1.090
24 H 1.157 3.392 -8.625  C19 1.090
25 H -0.035 3.155 -7.343  C19 1.090
26 H 1.474 2.255 -6.074  O20 0.960
27 C -1.550 -6.799 6.424  C28 1.496, H30 1.090, H31 1.090, H32 1.090
28 C -2.334 -6.516 5.183  C27 1.496, O29 1.414, H33 1.090, H34 1.090
29 O -3.671 -6.340 5.608  C28 1.414, H35 0.960
30 H -1.493 -5.839 6.939  C27 1.090
31 H -0.579 -7.180 6.107  C27 1.090
32 H -2.000 -7.596 7.015  C27 1.090
33 H -2.343 -7.275 4.400  C28 1.090
34 H -2.028 -5.624 4.637  C28 1.090
35 H -4.181 -6.237 4.801  O29 0.960
36 C 4.833 -3.382 3.810  C37 1.450, H39 1.090, H40 1.090, H41 1.090
37 C 4.043 -2.246 4.242  C36 1.450, O38 1.379, H42 1.090, H43 1.090
38 O 4.831 -1.642 5.199  C37 1.379, H44 0.960
39 H 4.281 -4.023 3.123  C36 1.090
40 H 5.132 -4.041 4.625  C36 1.090
41 H 5.806 -3.136 3.384  C36 1.090
42 H 3.093 -2.447 4.736  C37 1.090
43 H 3.873 -1.419 3.552  C37 1.090
44 H 5.361 -1.039 4.674  O38 0.960
45 C -2.437 -3.541 -7.898  C46 1.586, H48 1.090, H49 1.090, H50 1.090
46 C -1.124 -4.013 -8.652  C45 1.586, O47 1.394, H51 1.090, H52 1.090
47 O -0.246 -2.937 -8.766  C46 1.394, H53 0.960
48 H -3.048 -4.404 -7.632  C45 1.090
49 H -3.023 -2.834 -8.486  C45 1.090
50 H -2.074 -3.014 -7.016  C45 1.090
51 H -1.429 -4.261 -9.669  C46 1.090
52 H -0.681 -4.846 -8.106  C46 1.090
53 H -0.665 -2.186 -9.191  O47 0.960
54 C 9.302 -1.125 -0.564  C55 1.532, H57 1.090, H58 1.090, H59 1.090
55 C 7.880 -0.648 -0.877  C54 1.532, O56 1.432, H60 1.090, H61 1.090
56 O 7.021 -1.676 -1.383  C55 1.432, H62 0.960
57 H 9.968 -0.402 -0.093  C54 1.090
58 H 9.752 -1.438 -1.506  C54 1.090
59 H 9.267 -2.021 0.055  C54 1.090
60 H 7.974 0.159 -1.603  C55 1.090
61 H 7.404 -0.386 0.068  C55 1.090
62 H 6.085 -1.499 -1.259  O56 0.960
63 C -0.958 0.095 7.493  C64 1.594, H66 1.090, H67 1.090, H68 1.090
64 C -0.664 1.346 6.550  C63 1.594, O65 1.410, H69 1.090, H70 1.090
65 O 0.608 1.814 6.940  C64 1.410, H71 0.960
66 H -0.346 -0.743 7.159  C63 1.090
67 H -1.978 -0.280 7.407  C63 1.090
68 H -0.639 0.242 8.525  C63 1.090
69 H -1.422 2.106 6.743  C64 1.090
70 H -0.849 1.119 5.500  C64 1.090
71 H 1.220 1.467 6.287  O65 0.960
72 C -6.872 0.052 2.178  C73 1.533, H75 1.090, H76 1.090, H77 1.090
73 C -8.227 -0.191 2.851  C72 1.533, O74 1.428, H78 1.090, H79 1.090
74 O -8.975 1.026 2.858  C73 1.428, H80 0.960
75 H -7.071 0.536 1.222  C72 1.090
76 H -6.334 -0.855 1.902  C72 1.090
77 H -6.405 0.833 2.778  C72 1.090
78 H -8.073 -0.639 3.833  C73 1.090
79 H -8.766 -0.965 2.304  C73 1.090
80 H -8.828 1.492 3.684  O74 0.960
81 C 2.996 6.151 -0.716  C82 1.520, H84 1.090, H85 1.090, H86 1.090
82 C 2.366 4.796 -0.435  C81 1.520, O83 1.413, H87 1.090, H88 1.090
83 O 3.389 3.825 -0.514  C82 1.413, H89 0.960
84 H 3.414 6.396 -1.692  C81 1.090
85 H 3.804 6.467 -0.056  C81 1.090
86 H 2.223 6.894 -0.521  C81 1.090
87 H 1.525 4.643 -1.112  C82 1.090
88 H 2.001 4.764 0.592  C82 1.090
89 H 3.041 3.089 -1.022  O83 0.960

Calculated values
- ΔE to the lowest compared entry with this formula, charge and spin (kcal/mol) = 130.6
- spin multiplicity = 1
- charge = -1
- electronic energy (eV) = -42165.602

Atom charges from the Löwdin analysis, given in e for atoms 1 to 8: -0.167, -0.599, -0.431, 0.032, 0.039, 0.038, 0.051, 0.052